# 1
23
Properties=species:S:1:pos:R:3:forces:R:3:lowdin_charge:R:1 method="wB97M-V/def2-TZVPD" total_charge=+1 gap_ev=10.437
C -0.53822 -1.41783 -1.57406 -1.129 1.470 -2.027 -0.58
C 2.25349 0.34881 1.26167 0.698 0.421 0.318 -0.58
N 0.03339 1.86641 -1.05664 0.088 -2.328 0.673 -0.16
N 0.22607 -0.87596 -0.69871 0.596 -0.201 1.938 -0.05
N -0.56016 -2.72446 -1.77768 0.453 1.205 2.110 0.21
N -1.32144 -0.62792 -2.33492 -0.724 1.658 -1.175 0.16
N 3.26086 0.15119 2.09887 0.511 -0.335 -1.189 0.23
N 0.97336 0.53350 1.55199 0.023 0.981 -2.746 0.07
N -2.06336 0.89150 0.82968 0.413 -0.081 1.278 0.03
N 2.38237 0.46771 -0.04217 -1.272 0.340 -0.283 0.06
P 0.50488 0.61110 -0.25981 2.087 0.703 0.870 0.72
H 0.19481 2.75501 -0.63368 0.144 0.735 0.172 0.00
H -0.10522 -3.23150 -1.06826 0.670 -1.107 0.273 0.11
H -0.80798 -3.06438 -2.63407 -0.874 -1.419 -2.190 0.09
H -1.23226 0.39440 -2.13999 0.065 -1.140 -0.420 0.08
H -1.68620 -0.82608 -3.28334 0.356 -0.329 1.252 0.14
H 3.34049 0.20023 3.07392 -0.915 0.125 1.378 0.12
H 4.14876 0.21155 1.66878 0.920 -0.119 -0.405 0.11
H 0.65289 0.13051 2.36983 -1.624 -0.594 1.678 0.09
H -2.32506 1.64413 0.23045 -0.261 0.794 -0.154 0.02
H -2.69001 0.82451 1.62430 0.068 0.697 0.282 0.04
H -2.34042 0.08328 0.35359 -0.287 -1.636 -1.305 -0.01
H 3.18880 0.15660 -0.55280 -0.008 0.162 -0.330 0.12

=====

# 2
18
Properties=species:S:1:pos:R:3:forces:R:3:lowdin_charge:R:1 method="wB97M-V/def2-TZVPD" total_charge=+1 gap_ev=10.913
C -1.31875 -0.03650 -1.82149 0.023 -0.689 0.589 -0.01
C 0.23832 1.59779 -1.06199 -0.854 0.462 0.439 0.16
N -0.32293 0.47097 -0.87003 2.094 -0.324 -0.992 0.00
H -0.78551 -0.39922 -2.69558 -0.029 0.325 -0.229 0.11
H -2.03317 0.74806 -2.01975 -0.173 0.029 -0.277 0.10
H -1.78797 -0.92223 -1.40497 -0.251 0.263 0.247 0.09
H -0.22211 2.30836 -1.74022 0.080 -0.031 -0.130 0.12
H 1.10472 1.90844 -0.49338 0.067 -0.278 0.114 0.12
H 0.29853 -0.18291 -0.30089 -1.026 0.264 0.297 0.12
H -0.93592 1.31943 3.05505 -0.818 -0.311 -0.075 0.06
H 0.30587 1.92158 3.58733 0.282 0.051 -0.308 0.08
O -0.05931 1.55185 2.76931 0.515 0.355 0.452 -0.03
H 0.87507 -3.27358 -1.04065 -0.502 -0.131 -0.214 0.06
H -0.66609 -3.05122 -1.32496 -0.242 -0.766 -0.525 0.03
O 0.08755 -2.75372 -0.83557 0.761 0.971 0.734 -0.04
H 1.22735 -1.05175 1.64395 0.180 -1.479 0.400 0.05
H 0.89764 0.37880 1.82498 -0.191 0.510 0.147 0.01
O 1.25079 -0.24162 1.17042 0.085 0.778 -0.671 -0.04

=====

# 3
17
Properties=species:S:1:pos:R:3:forces:R:3:lowdin_charge:R:1 method="wB97M-V/def2-TZVPD" smiles=CC.O.O.O gap_ev=12.065
C -1.52686 1.41801 -0.20660 0.494 -1.418 -1.919 -0.13
C -1.43165 0.13056 0.58299 -1.096 0.926 1.563 -0.14
H -1.47411 2.24445 0.39519 0.277 2.158 1.599 0.03
H -2.45509 1.53220 -0.77180 0.117 -0.309 -0.045 0.07
H -0.66491 1.46583 -0.89564 -0.710 0.183 0.277 0.04
H -2.31525 -0.45041 0.47086 -0.263 -1.230 -0.905 0.06
H -0.50192 -0.36574 0.50638 0.528 -0.820 -0.777 0.01
H -1.54342 0.27483 1.65956 0.254 0.691 0.311 0.07
O 0.96182 -2.05508 -0.76585 -0.071 0.256 -0.268 -0.07
H 1.80811 -2.48024 -0.95724 -0.208 0.073 0.508 0.05
H 0.96431 -1.70200 0.14551 0.468 -0.625 -0.360 0.00
O 1.64191 -0.89165 1.84009 -2.469 -2.423 3.301 0.00
H 1.97283 -0.37106 1.19636 2.060 2.963 -3.366 -0.03
H 0.81472 -0.44293 2.09276 0.473 -0.298 0.091 0.06
O 1.43103 0.83637 -1.52634 2.042 0.193 1.517 -0.02
H 1.59125 -0.08643 -1.66610 0.428 -1.211 0.306 0.00
H 0.72722 0.94328 -2.10014 -2.321 0.893 -1.834 -0.01

=====

# 4
19
Properties=species:S:1:pos:R:3:forces:R:3:lowdin_charge:R:1 method="wB97M-V/def2-TZVPD" total_charge=+1 multiplicity=2 gap_ev="8.987 / 5.289"
C -0.92162 1.75259 0.42678 1.113 2.960 -0.593 -0.14
C -1.68981 0.89393 -0.52645 -0.389 -1.638 0.499 -0.51
S -1.22889 1.18774 -2.30208 0.285 -1.471 0.865 0.77
S -0.70673 -0.71377 -2.87943 0.783 1.424 -0.797 0.58
H 0.10499 2.01638 0.12144 0.105 -1.164 0.095 0.07
H -1.23417 2.80452 0.37948 -0.852 -0.252 0.333 0.09
H -0.93450 1.44448 1.46681 -0.142 -0.393 -0.080 0.10
H -1.44029 -0.14980 -0.29232 0.113 0.124 -0.581 0.06
H -2.76336 0.90640 -0.34951 -0.194 0.582 -0.440 0.10
H -1.84373 -1.39545 -2.84018 -0.770 -0.094 0.709 -0.12
H 0.95311 -1.58210 0.29486 -0.530 -0.453 0.521 0.00
H 2.25244 -2.13470 0.05340 0.299 -0.860 0.238 0.05
O 1.38908 -2.44612 0.36900 0.270 1.246 -0.677 -0.05
H 2.51323 0.11185 -1.56205 0.682 -0.173 -0.594 0.04
H 1.59094 0.51064 -0.50681 -0.190 0.296 0.654 0.00
O 2.13233 0.90452 -1.19046 -0.516 -0.152 -0.071 -0.04
H -0.15648 -1.23040 2.96171 0.358 -0.102 0.275 0.03
H 1.22489 -1.86063 3.17584 0.012 -0.102 -0.037 0.04
O 0.75858 -1.02007 3.19998 -0.436 0.224 -0.318 -0.06

=====

Asked for calculated total energy across the records above, the calculation gives -862.64168 -363.61705 -309.07872 -1105.12899 Eh in order.
Asked for energy relative to the best compared isomer or geometry (same formula, charge and spin) across the records above, the calculation gives 0.0 21.2 19.8 44.9 kcal/mol in order.